9
Properties=species:S:1:pos:R:3:forces:R:3:mulliken_charge:R:1 method="wB97M-V/def2-TZVPD" relative_energy_kj_mol=87.7 e_homo_ev=-11.050 homo_lumo_gap_ha=0.425 smiles="O=P(Cl)(Cl)CO"
O 1.06894 0.05048 -1.77497 -0.36 0.50 -2.10 -0.544
P 0.91584 -0.08444 -0.35723 -0.92 -0.73 1.34 0.878
Cl 1.59873 1.45392 0.69168 0.10 0.43 0.35 -0.170
Cl 2.05174 -1.59411 0.27244 0.21 -0.64 0.53 -0.210
C -0.77119 -0.37524 0.41429 0.94 3.43 -0.47 -0.381
O -1.44149 1.03114 0.12233 1.28 -2.61 2.36 -0.502
H -1.40135 -1.12115 -0.07644 0.46 -0.21 0.55 0.300
H -0.41400 -0.48166 1.51665 -1.75 0.24 -1.72 0.317
H -1.60722 1.12106 -0.80877 0.04 -0.40 -0.87 0.312

=====

23
Properties=species:S:1:pos:R:3:forces:R:3:mulliken_charge:R:1 method="wB97M-V/def2-TZVPD" relative_energy_kj_mol=14.4 e_homo_ev=-2.836 homo_lumo_gap_ha=0.250 charge=-1
C -2.26492 -0.35774 0.66514 -0.04 -0.02 -0.82 -0.447
O -2.13476 0.17974 -0.64507 -0.15 0.10 0.14 -0.560
C -2.10652 -1.88644 0.71286 -0.08 -0.02 0.30 -0.174
C -1.31740 -2.35102 1.93741 -0.24 -0.03 -0.27 -1.145
H -1.51650 0.09193 1.32066 -0.04 0.11 0.18 0.170
H -3.27945 -0.06968 0.96671 0.21 -0.01 0.34 0.306
H -1.16970 0.20583 -0.84773 0.10 -0.30 0.09 0.124
H -3.09536 -2.35219 0.73730 -0.08 -0.07 -0.13 0.286
H -1.61127 -2.21581 -0.19783 0.11 0.10 -0.03 0.286
H -1.82483 -2.04075 2.85132 0.03 0.03 0.17 0.322
H -1.22435 -3.43837 1.95502 0.00 -0.04 0.04 0.343
H -0.31976 -1.92370 1.91213 0.17 0.09 0.00 0.262
C 2.72702 2.13524 -1.66485 -0.33 0.13 -0.09 -1.072
C 1.83406 2.21046 -0.41946 0.39 0.05 -0.15 -0.419
C 1.72258 0.88341 0.33218 -0.28 0.04 -0.30 -0.694
S 0.99695 -0.45171 -0.68414 0.09 0.03 0.04 -0.600
H 3.62768 1.56549 -1.43482 0.16 0.07 -0.01 0.262
H 3.00303 3.13867 -2.02623 0.00 -0.22 0.14 0.349
H 2.22382 1.61192 -2.47729 -0.01 -0.07 0.07 0.277
H 2.26930 2.98188 0.23049 -0.13 -0.02 0.20 0.321
H 0.82465 2.53213 -0.68716 0.02 0.06 -0.08 0.248
H 1.07869 1.04424 1.19877 0.05 0.03 0.19 0.229
H 2.70884 0.58995 0.70263 0.07 -0.02 0.00 0.328

=====

17
Properties=species:S:1:pos:R:3:forces:R:3:mulliken_charge:R:1 method="wB97M-V/def2-TZVPD" relative_energy_kj_mol=126.7 e_homo_ev="-2.741 / -2.784" homo_lumo_gap_ha="0.231 / 0.232" charge=-1
C 0.66907 2.23055 -0.65861 0.29 -1.58 -1.74 -1.431
C -0.13409 1.05513 -0.22284 -1.09 -0.48 -1.48 0.767
C -1.03953 0.54895 -1.35923 -0.71 0.01 0.07 0.506
C -0.21722 0.46104 0.93703 0.68 -0.70 2.12 -0.816
N 0.22684 -2.14021 0.89165 1.45 -1.71 0.47 -0.091
O -1.15652 -0.78479 -1.48506 0.29 0.02 0.33 -0.548
O -1.65248 1.24492 -2.14692 0.66 0.05 0.49 -0.633
P -0.68744 -3.34359 1.61572 1.96 -0.86 -1.69 -0.307
P 1.80314 -2.37468 0.31655 -1.17 0.74 0.37 -0.256
H 1.26856 2.82851 -0.03183 0.41 0.25 1.38 0.418
H -0.11008 2.79431 -1.09670 -0.61 1.36 -0.59 0.373
H -0.96746 -0.21720 1.35981 0.24 0.27 -0.99 0.322
H 0.66441 0.52389 1.57457 -0.38 0.67 0.48 0.274
H -0.61128 -1.31367 -0.85056 -0.10 0.56 0.07 0.338
H -1.48221 -2.47381 2.21554 -2.08 1.61 1.10 -0.104
H 2.13526 -0.96710 0.45499 0.10 -0.34 -0.51 -0.084
H 1.29102 1.92775 -1.51410 0.06 0.12 0.10 0.271

=====

17
Properties=species:S:1:pos:R:3:forces:R:3:mulliken_charge:R:1 method="wB97M-V/def2-TZVPD" relative_energy_kj_mol=196.6 e_homo_ev=-9.027 homo_lumo_gap_ha=0.367 smiles="C=CCNC.O"
C -0.41626 -0.44509 2.32172 1.23 0.74 0.51 -0.718
C 0.51013 -0.58568 1.37795 -1.79 0.49 -1.67 -0.068
C 0.12702 -1.21281 0.04067 0.53 -1.05 0.50 -0.618
N 0.30739 -0.40543 -1.15979 0.79 0.24 -0.41 -0.248
C -0.82999 -0.35432 -2.06758 -0.58 -0.76 1.05 -0.969
H -0.09380 0.02115 3.24776 -0.32 0.04 0.08 0.252
H -1.47291 -0.63560 2.20803 0.05 -0.57 -0.10 0.266
H 1.45684 -0.06439 1.35496 0.30 -0.33 0.63 0.270
H -0.87966 -1.63657 0.10886 -0.12 0.29 -0.04 0.377
H 0.77157 -2.10355 -0.05300 -0.13 0.03 -0.02 0.252
H 1.11748 -0.77236 -1.64472 -0.10 0.20 -0.09 0.233
H -1.19197 -1.34818 -2.39125 0.31 0.11 -0.17 0.362
H -0.63494 0.26431 -2.93847 -0.04 0.16 0.10 0.303
H -1.64784 0.01760 -1.44405 -0.16 0.45 -0.50 0.340
O 0.50884 2.51438 0.01109 0.07 1.05 1.05 -0.636
H 0.66295 2.00688 -0.77809 -0.56 -0.68 -0.34 0.298
H -0.42917 2.56664 0.25078 0.51 -0.41 -0.60 0.303

=====

59
Properties=species:S:1:pos:R:3:forces:R:3:mulliken_spin:R:1 method="wB97M-V/def2-TZVPD" relative_energy_kj_mol=173.5 e_homo_ev="1.100 / -2.315" spin_multiplicity=6 homo_lumo_gap_ha="0.108 / 0.234" s2=8.798 charge=-2
Cr -0.39088 1.52450 -0.14529 1.80 0.26 -0.93 3.197
N -0.32729 2.27163 1.91962 1.42 0.06 -0.60 -0.054
C -1.66167 2.58167 2.38013 -1.61 0.56 -1.26 -0.009
C -2.75937 2.10958 1.27182 3.42 -1.37 -0.91 -0.006
O -3.72985 1.52493 1.66391 -2.86 0.01 0.91 0.008
N -2.26854 2.10691 -0.00481 1.34 1.07 2.33 0.018
C -2.99135 1.92322 -1.21425 -1.23 -1.88 1.67 -0.012
C -2.21617 0.95539 -2.10422 0.99 0.70 -0.43 -0.004
O -2.84543 0.22588 -2.85761 0.14 0.03 -0.72 0.007
O -0.90147 1.00599 -2.01116 -1.61 -0.18 0.69 -0.018
H 0.25657 3.10702 1.82324 -0.15 -0.35 -0.01 0.007
H 0.16489 1.55367 2.45568 -0.42 0.23 -0.17 0.010
H -1.84984 2.06418 3.33818 -0.34 0.50 -0.47 0.001
H -1.81624 3.69848 2.41436 0.34 -1.07 0.45 -0.001
H -3.93534 1.39115 -0.92875 0.22 0.65 -0.75 0.001
H -3.14719 2.89195 -1.65030 -0.30 0.35 -0.79 -0.004
Cl -0.11903 -1.07751 -6.81057 -0.07 0.09 0.47 0.102
C -1.62810 -0.46318 -6.31556 -0.75 -0.15 -1.23 0.807
Cl 0.20070 3.99232 -0.51035 0.03 -0.48 -0.07 -0.008
H -2.37635 -0.50538 -7.09829 0.17 0.12 -0.05 0.024
H -2.00088 -0.36800 -5.32151 0.65 -0.02 0.95 0.062
O 1.56264 0.83180 -0.81978 -1.96 -0.37 0.12 -0.015
N 2.62392 1.58457 -0.70904 0.95 -0.07 1.14 0.276
C 3.28869 1.57195 0.51045 2.30 1.85 -0.07 0.237
C 4.40338 2.42142 0.72168 -1.71 -1.02 -0.44 -0.116
C 4.81766 3.26506 -0.33622 0.50 0.12 1.84 0.333
C 4.11996 3.20963 -1.52711 -1.01 -0.76 -1.94 -0.053
C 3.11595 2.28735 -1.74704 0.43 1.12 -0.70 0.123
H 2.93526 0.82572 1.16638 -0.35 -0.54 0.78 0.029
H 4.89635 2.46799 1.70507 -0.26 -0.29 -0.54 -0.007
H 5.66619 3.90977 -0.19664 0.12 0.30 -0.02 0.050
H 4.33869 3.88304 -2.34925 0.27 -0.18 -0.04 0.006
H 2.62792 2.08094 -2.70378 0.06 0.41 0.45 0.038
O -0.32799 -0.21614 0.77046 -0.61 -0.85 0.52 -0.024
C -0.38377 -1.58148 0.81007 -0.03 -0.88 0.10 -0.048
C -1.63026 -2.17395 0.10491 -0.14 0.14 -0.49 0.011
C -1.90558 -1.97763 -1.22478 -1.04 -0.72 1.87 -0.001
C -3.27502 -2.17161 -1.54675 -0.47 -0.81 0.17 -0.001
C -4.01200 -2.61181 -0.47255 0.24 -0.38 -0.31 0.002
S -3.01161 -2.88338 0.92504 0.09 1.32 -0.55 0.000
C 0.93292 -2.23934 0.24654 0.37 0.29 0.18 0.043
C 2.12961 -2.29709 0.93210 -0.51 0.09 -0.75 -0.031
C 3.22036 -2.77708 0.18419 -0.99 -0.40 -1.28 0.028
C 2.83437 -3.16391 -1.09629 0.44 0.75 1.26 -0.009
S 1.19348 -2.84350 -1.34555 -0.64 0.17 0.10 0.008
C -0.47391 -2.06380 2.29325 0.86 -1.10 1.05 0.004
C -1.00138 -1.48958 3.42098 -1.28 0.33 -0.02 0.000
C -0.69546 -2.15479 4.64755 1.49 -0.71 0.19 0.001
C 0.16895 -3.22554 4.48102 -1.29 -0.02 0.05 0.000
S 0.32838 -3.60591 2.82907 -0.03 1.42 -0.61 -0.001
H -1.13695 -1.75315 -1.88661 0.85 1.04 -1.20 0.000
H -3.66918 -2.02854 -2.55250 0.03 0.12 0.46 0.001
H -5.08178 -2.84214 -0.43382 0.58 0.02 -0.07 0.000
H 2.19636 -2.06519 1.96787 0.18 0.50 0.43 -0.015
H 4.20629 -2.80302 0.57542 0.75 -0.18 0.11 0.003
H 3.44148 -3.48053 -1.92053 0.19 -0.19 -0.10 0.000
H -1.77916 -0.68987 3.43769 1.12 -0.33 -0.44 -0.001
H -0.97181 -1.82060 5.63950 -0.14 0.22 -0.14 0.000
H 0.64989 -3.89400 5.20474 -0.51 0.44 -0.16 0.000

=====

8
Properties=species:S:1:pos:R:3:forces:R:3:mulliken_charge:R:1 method="wB97M-V/def2-TZVPD" relative_energy_kj_mol=287.7 e_homo_ev=-9.538 homo_lumo_gap_ha=0.313
C -1.49507 -0.47457 0.11480 0.11 -0.01 -2.30 -0.133
C 2.17159 0.82600 0.62863 -0.52 -1.12 0.83 0.008
Cl -0.68323 -0.07408 -1.41948 -0.38 0.44 -0.71 -0.180
Cl -2.41647 -1.91100 -0.03284 -0.79 -0.60 0.18 -0.137
Cl 2.52951 2.32012 0.02717 0.36 0.95 -0.66 -0.004
Cl 2.53846 -0.43483 -0.45545 0.28 0.13 -0.14 -0.016
H -1.98285 0.37205 0.47547 -1.35 1.12 0.32 0.315
H -0.66194 -0.62369 0.66170 2.30 -0.90 2.47 0.148

=====

Number 1: molecular weight 148.913 g mol⁻¹. Number 2: molecular weight 135.252 g mol⁻¹. Number 3: molecular weight 164.061 g mol⁻¹. Number 4: molecular weight 89.138 g mol⁻¹. Number 5: molecular weight 639.548 g mol⁻¹. Number 6: molecular weight 167.850 g mol⁻¹.